This record from the Open Molecules 2025 dataset describes a cluster of 8 separate species, C73H150F3N7O6 in total. The level of theory is wB97M-V/def2-TZVPD.

Each line ends with the Mulliken charge.
Positions of all 239 atoms, in Å:
C: -0.736 2.957 -7.222  -0.76
C: -1.044 1.502 -7.448  -1.11
C: -1.427 0.691 -6.168  1.77
C: -1.942 -0.679 -6.584  -1.96
N: -2.178 -1.643 -5.411  1.44
C: -0.892 -2.123 -4.870  -0.18
C: -0.331 -3.069 -5.914  -0.67
C: -1.580 -3.703 -6.492  -1.12
C: -2.791 -2.877 -5.945  -0.84
C: -2.941 -1.035 -4.293  -0.90
C: -4.400 -0.781 -4.658  -0.29
C: -5.104 -0.084 -3.512  -1.04
H: -0.414 3.464 -8.152  0.52
H: 0.035 3.171 -6.531  -0.34
H: -1.589 3.533 -6.903  0.40
H: -0.265 1.073 -8.031  0.45
H: -1.904 1.437 -8.115  0.44
H: -2.197 1.285 -5.634  0.05
H: -0.545 0.719 -5.538  -0.57
H: -1.306 -1.113 -7.332  0.52
H: -2.908 -0.545 -6.979  0.68
H: -1.158 -2.609 -3.898  0.55
H: -0.292 -1.284 -4.573  -0.45
H: 0.344 -3.726 -5.340  0.45
H: 0.325 -2.487 -6.575  0.38
H: -1.700 -4.697 -6.104  0.35
H: -1.618 -3.809 -7.558  0.42
H: -3.288 -3.319 -5.074  0.51
H: -3.561 -2.755 -6.716  0.42
H: -2.487 -0.085 -4.022  -0.22
H: -2.792 -1.680 -3.396  0.61
H: -4.851 -1.733 -4.927  0.41
H: -4.358 -0.139 -5.543  0.31
H: -6.106 0.212 -3.842  0.46
H: -4.506 0.849 -3.328  0.10
H: -5.148 -0.724 -2.615  0.23
C: -2.501 3.117 -1.944  -0.72
C: -2.211 3.765 -3.297  -1.10
C: -0.734 3.903 -3.610  2.23
C: -0.166 5.048 -2.859  -1.87
N: 1.315 5.146 -2.989  0.44
C: 2.050 4.063 -2.233  0.40
C: 1.950 4.415 -0.762  -1.05
C: 1.882 5.956 -0.760  -0.78
C: 1.772 6.397 -2.276  -0.63
C: 1.844 5.144 -4.401  -0.81
C: 1.324 6.218 -5.321  -0.32
C: 1.764 5.901 -6.765  -1.22
H: -3.597 3.157 -1.748  0.40
H: -1.947 3.589 -1.093  0.38
H: -2.197 2.044 -1.992  -0.19
H: -2.664 4.737 -3.317  0.50
H: -2.749 3.183 -4.014  0.51
H: -0.537 4.063 -4.667  -0.52
H: -0.223 2.966 -3.267  -0.63
H: -0.421 4.906 -1.818  0.50
H: -0.605 6.033 -3.180  0.46
H: 3.029 4.234 -2.605  0.60
H: 1.672 3.088 -2.569  -0.49
H: 2.828 4.104 -0.249  0.80
H: 1.111 3.960 -0.258  0.23
H: 2.816 6.389 -0.312  0.33
H: 1.073 6.268 -0.121  0.38
H: 2.744 6.714 -2.723  0.43
H: 1.068 7.240 -2.349  0.38
H: 1.642 4.114 -4.676  -0.09
H: 2.897 5.276 -4.226  0.78
H: 1.807 7.156 -5.007  0.42
H: 0.244 6.397 -5.231  0.39
H: 1.228 6.564 -7.472  0.37
H: 1.504 4.862 -7.012  0.16
H: 2.832 6.032 -6.950  0.39
C: -11.299 -0.453 1.337  -1.29
C: -10.140 -0.597 0.376  -0.60
C: -8.799 -0.499 1.066  0.01
C: -8.425 -1.832 1.596  -1.13
N: -7.121 -1.968 2.266  0.29
C: -5.987 -1.514 1.449  -0.82
C: -4.724 -2.160 1.989  -0.69
C: -5.291 -3.522 2.522  -0.79
C: -6.835 -3.428 2.416  -0.58
C: -7.192 -1.187 3.618  -0.80
C: -8.225 -1.433 4.675  -0.18
C: -7.865 -0.542 5.915  -1.46
H: -12.205 -0.457 0.782  0.41
H: -11.324 0.439 2.008  0.33
H: -11.427 -1.276 2.018  0.33
H: -10.246 0.181 -0.386  0.33
H: -10.192 -1.557 -0.170  0.33
H: -8.989 0.210 1.885  0.22
H: -8.017 -0.101 0.403  0.36
H: -8.356 -2.484 0.737  0.48
H: -9.195 -2.233 2.305  0.31
H: -5.918 -0.431 1.488  0.46
H: -6.205 -1.783 0.431  0.55
H: -4.199 -1.642 2.763  0.33
H: -4.029 -2.234 1.148  0.33
H: -4.979 -3.673 3.549  0.30
H: -4.940 -4.391 1.972  0.42
H: -7.364 -3.657 3.332  0.47
H: -7.237 -3.938 1.550  0.46
H: -7.194 -0.172 3.270  0.47
H: -6.192 -1.395 4.109  0.31
H: -8.246 -2.440 5.082  0.37
H: -9.264 -1.173 4.437  0.31
H: -6.834 -0.656 6.242  0.33
H: -8.479 -0.862 6.748  0.42
H: -8.015 0.504 5.731  0.40
C: -0.109 -9.654 -0.141  -1.56
C: 1.183 -9.338 -0.876  1.35
C: 1.033 -9.107 -2.366  -1.35
C: 0.037 -8.171 -2.811  -0.92
C: 0.607 -6.827 -2.386  -1.06
C: 0.958 -6.611 -0.921  1.27
N: 1.441 -7.920 -0.333  0.97
O: 2.206 -7.876 0.610  -0.36
C: -0.216 -6.289 0.007  -1.61
C: 2.081 -5.524 -0.803  -1.51
C: 2.320 -10.285 -0.633  -1.59
H: -0.370 -10.687 -0.448  0.38
H: -0.922 -8.965 -0.469  0.36
H: 0.092 -9.629 0.937  0.44
H: 0.758 -10.107 -2.770  0.57
H: 2.012 -8.859 -2.789  0.40
H: -0.965 -8.439 -2.524  0.45
H: -0.084 -8.213 -3.915  0.39
H: -0.020 -5.952 -2.531  0.43
H: 1.494 -6.650 -2.984  0.47
H: -0.585 -5.287 -0.186  0.35
H: 0.113 -6.333 1.113  0.40
H: -1.070 -6.935 -0.177  0.38
H: 1.661 -4.642 -1.348  0.22
H: 2.947 -5.951 -1.337  0.50
H: 2.324 -5.314 0.254  0.45
H: 2.155 -10.765 0.322  0.41
H: 3.341 -9.899 -0.576  0.40
H: 2.333 -11.024 -1.458  0.39
C: 6.570 7.007 4.754  -1.54
C: 5.236 6.889 5.431  1.13
C: 4.204 5.888 4.821  -1.08
C: 4.743 4.512 4.597  -0.65
C: 5.010 3.838 5.963  -0.95
C: 5.821 4.741 6.929  1.04
N: 5.601 6.182 6.714  0.88
O: 5.604 6.913 7.720  -0.33
C: 7.357 4.615 6.651  -1.55
C: 5.409 4.334 8.395  -1.61
C: 4.584 8.242 5.759  -1.64
H: 6.432 7.878 4.123  0.48
H: 6.831 6.135 4.193  0.31
H: 7.358 7.270 5.489  0.32
H: 3.880 6.340 3.849  0.39
H: 3.285 5.944 5.408  0.43
H: 5.641 4.436 3.976  0.36
H: 3.976 3.955 4.060  0.35
H: 5.603 2.915 5.835  0.45
H: 4.081 3.634 6.474  0.45
H: 7.565 3.584 6.941  0.47
H: 7.895 5.390 7.224  0.38
H: 7.602 4.642 5.582  0.37
H: 4.380 4.583 8.641  0.45
H: 6.022 4.803 9.177  0.42
H: 5.626 3.251 8.465  0.37
H: 5.229 8.956 6.303  0.39
H: 3.685 8.085 6.379  0.43
H: 4.332 8.703 4.820  0.46
C: -0.126 1.520 6.175  -1.61
C: -0.862 0.232 6.576  1.50
C: -0.688 -0.917 5.619  -1.54
C: 0.734 -1.473 5.458  -0.33
C: 1.089 -1.952 6.887  -1.14
C: 1.018 -0.942 8.053  1.10
N: -0.292 -0.136 7.896  0.90
O: -0.870 0.212 8.851  -0.33
C: 2.088 0.175 8.095  -1.61
C: 0.875 -1.784 9.366  -1.59
C: -2.442 0.319 6.715  -1.82
H: 0.812 1.253 5.713  0.40
H: 0.048 2.377 6.821  0.30
H: -0.741 1.830 5.323  0.45
H: -1.218 -0.653 4.691  0.38
H: -1.267 -1.737 6.039  0.59
H: 1.480 -0.808 5.002  0.18
H: 0.585 -2.356 4.807  0.37
H: 2.114 -2.363 6.958  0.44
H: 0.375 -2.760 7.144  0.43
H: 1.740 1.011 8.655  0.39
H: 2.279 0.505 7.083  0.30
H: 3.017 -0.226 8.426  0.51
H: 0.713 -1.137 10.242  0.43
H: 1.825 -2.263 9.482  0.42
H: 0.034 -2.452 9.244  0.46
H: -2.868 0.470 5.735  0.48
H: -2.646 1.156 7.379  0.47
H: -2.852 -0.522 7.260  0.46
C: 3.280 1.158 -4.982  -1.90
C: 3.620 -0.272 -5.321  1.51
C: 5.042 -0.489 -5.816  -1.14
C: 6.187 -0.091 -4.843  -0.53
C: 6.014 -1.031 -3.644  -1.40
C: 4.631 -0.903 -2.844  1.72
N: 3.589 -1.017 -3.937  0.72
O: 2.570 -1.771 -3.738  -0.21
C: 4.564 0.420 -2.137  -1.11
C: 4.452 -2.151 -1.906  -1.72
C: 2.553 -0.925 -6.243  -1.94
H: 4.059 1.580 -4.353  0.50
H: 2.349 1.082 -4.473  0.09
H: 3.229 1.747 -5.883  0.65
H: 5.191 0.066 -6.737  0.43
H: 5.141 -1.539 -6.145  0.38
H: 6.198 0.986 -4.661  0.33
H: 7.096 -0.304 -5.441  0.46
H: 6.795 -0.968 -2.890  0.42
H: 6.106 -2.100 -3.940  0.48
H: 5.351 1.150 -2.456  0.42
H: 4.760 0.220 -1.089  0.44
H: 3.619 0.808 -2.330  -0.09
H: 5.414 -2.262 -1.417  0.51
H: 4.119 -3.120 -2.357  0.40
H: 3.754 -1.813 -1.150  0.24
H: 1.557 -0.591 -5.864  0.26
H: 2.603 -1.995 -6.279  0.62
H: 2.850 -0.469 -7.192  0.46
C: 0.924 0.334 -1.495  -0.15
O: 1.951 -0.179 -0.545  0.09
O: 1.304 0.342 -2.726  -0.09
C: -0.242 -0.699 -1.191  0.42
F: -1.376 -0.279 -1.790  -0.30
F: 0.019 -1.898 -1.702  -0.01
F: -0.584 -0.791 0.124  -0.34
C: 2.177 0.566 0.643  -0.01
C: 2.684 -0.232 1.854  -1.57
H: 1.957 -0.935 2.264  0.30
H: 3.583 -0.849 1.620  0.29
H: 2.886 0.454 2.657  0.41
H: 1.177 0.962 0.942  0.26
H: 2.766 1.445 0.366  0.14
H: 0.567 1.378 -1.126  -0.56

- Total charge: +6
- E_HOMO: -18.23 eV
- Orbital gap: 5.99 eV